--- one ---
{"formula": "H12LiO6", "method": "ωB97M-V/def2-TZVPD", "species": ["Li", "O", "H", "H", "O", "H", "H", "O", "H", "H", "O", "H", "H", "O", "H", "H", "O", "H", "H"], "xyz": [[-14.20, -3.69, 8.87], [-14.56, -7.19, 10.27], [-14.07, -8.01, 10.12], [-14.30, -6.57, 9.58], [-12.78, -1.90, 12.14], [-11.99, -2.40, 12.40], [-13.34, -2.50, 11.63], [-14.02, -1.73, 8.24], [-13.33, -1.07, 8.42], [-14.68, -1.28, 7.70], [-13.27, -4.76, 7.39], [-13.69, -5.06, 6.57], [-12.49, -5.32, 7.50], [-13.33, -4.64, 10.39], [-13.53, -5.31, 11.07], [-12.37, -4.55, 10.38], [-16.08, -4.16, 8.49], [-16.59, -4.98, 8.55], [-16.74, -3.45, 8.43]], "total_charge": 1, "orbital_gap_ev": 10.9}

=====

--- two ---
{"formula": "H12LiO6", "method": "ωB97M-V/def2-TZVPD", "species": ["Li", "O", "H", "H", "O", "H", "H", "O", "H", "H", "O", "H", "H", "O", "H", "H", "O", "H", "H"], "xyz": [[0.03, 0.53, 0.07], [-2.03, 0.28, 0.13], [-2.78, 0.59, -0.22], [-2.24, -0.59, 0.31], [-0.10, 0.54, 2.41], [0.08, 1.22, 3.07], [-1.07, 0.28, 2.78], [1.41, -1.04, 0.32], [2.38, -0.79, 0.65], [1.01, -1.49, 1.19], [0.17, 0.49, -2.14], [-0.34, -0.35, -2.40], [0.55, 0.92, -2.98], [-0.75, -2.08, -1.54], [0.11, -2.19, -1.01], [-1.23, -3.02, -1.47], [1.23, 2.21, 0.25], [1.69, 1.98, -0.48], [1.87, 2.52, 1.05]], "total_charge": 1, "orbital_gap_ev": 11.7}

=====

Which of them is most stable, and which least? Most stable: one; least stable: two.